# C22H15N7O2

C22H15N7O2 in the gas phase at a distorted geometry (the ωB97M-V functional and the def2-TZVPD basis, the Open Molecules 2025 dataset).

XYZ file:
```
46
Properties=species:S:1:pos:R:3:forces:R:3:nbo_charge:R:1
N 4.4571 3.2791 0.7140 -1.0 -1.6 -0.2 -0.30
N -2.1357 -2.0728 -3.0445 -0.3 2.1 1.3 -0.23
C -1.6167 1.7283 1.1033 0.4 -0.3 0.1 0.08
H 0.7530 -3.3362 0.3605 0.7 1.3 0.2 0.24
C -0.2473 -3.4391 -2.3687 -2.6 2.7 0.6 -0.38
C -0.3716 2.7630 2.7023 0.2 -0.1 2.5 0.35
C 3.9043 2.2678 0.5481 1.3 1.7 0.2 0.28
H -2.8805 -1.3205 -4.7296 -0.1 -0.5 -1.2 0.41
C 1.9558 -0.3981 -1.2098 1.5 0.8 0.7 -0.20
N -0.9179 -1.5191 -1.0778 -1.0 1.6 0.0 -0.57
C -1.8711 -1.3072 -1.9545 -0.6 0.1 1.3 0.44
H -2.6984 3.3767 0.4454 0.7 0.9 0.8 0.25
H 0.3663 -4.3137 -2.4564 0.1 0.0 -0.4 0.24
C -0.0565 0.4081 2.8026 -0.6 -1.1 -1.4 -0.15
C -3.4581 -0.1999 -3.1749 1.2 -0.7 2.3 0.09
H 2.5634 1.6621 -1.6535 0.2 -0.4 0.4 0.23
N -2.0526 0.7186 0.2212 -0.9 -1.5 -1.6 -0.62
H 2.7306 -1.9321 1.7681 0.1 -0.7 -0.1 0.22
C 0.8256 0.6366 3.8758 -0.8 -2.8 -1.1 -0.29
C 2.7474 -1.2492 0.9426 -0.5 1.4 -1.6 -0.20
N 0.3801 2.9574 3.8153 -0.1 0.4 -0.6 -0.43
H 1.4499 -0.5671 -2.1673 0.2 0.3 0.5 0.22
C 2.0059 -1.4375 -0.2639 -0.4 0.1 1.8 -0.01
C -1.4112 -3.2422 -3.2889 3.1 -1.3 -1.9 0.61
C -0.6300 1.4952 2.1326 0.2 0.4 0.8 -0.15
O -3.6866 1.7492 -0.9925 -0.4 0.3 -0.7 -0.61
H 1.8425 -3.4462 -0.9540 -0.2 0.1 -0.3 0.23
H -0.3927 -0.6094 2.3588 1.1 1.4 1.2 0.21
C -2.8339 -0.2523 -1.9267 -0.4 1.6 -0.4 -0.26
O -1.4804 -3.8429 -4.3514 -1.2 0.1 0.4 -0.60
C -2.9376 0.8031 -0.8914 1.4 1.0 2.3 0.68
N -3.0964 -1.3649 -3.7624 0.0 -1.4 -1.9 -0.34
H 1.3359 -0.2622 4.2945 -0.4 1.0 -0.1 0.22
H 4.1394 -0.0501 1.9931 -1.0 0.7 -0.6 0.23
H -4.0638 0.5575 -3.7162 0.5 -0.8 0.8 0.27
C -1.9062 3.0613 1.1464 -1.9 -1.5 -1.9 -0.06
H -1.0772 4.6852 2.1334 0.1 0.2 0.3 0.42
C 1.1899 -2.7154 -0.4644 -1.1 0.2 -1.3 -0.46
N -1.2602 3.7016 2.1718 1.0 -0.6 -0.2 -0.54
H -1.6333 -0.2222 0.3009 0.2 1.1 0.0 0.43
C -0.0600 -2.4487 -1.3970 2.7 -4.9 0.0 0.27
C 0.9949 1.9032 4.3688 0.9 0.7 -0.4 0.02
C 2.6524 0.8398 -0.9328 -2.3 -1.6 -1.4 -0.14
C 3.2815 1.0041 0.2750 0.7 1.1 -0.7 -0.20
C 3.4163 -0.0376 1.1380 0.8 -2.5 2.1 -0.14
H 1.7835 1.9889 5.1659 -1.2 0.7 -0.6 0.20
```
Forces are in eV/Å.

Summary:
max |F| = 0.10798 hartree/bohr
electronic energy = -37581.10119 eV
total charge = 0
SMILES = N#Cc1ccc(Cc2cc(=O)n3[nH]cc(C(=O)Nc4c[nH]c5ncccc45)c3n2)cc1
energy above the lowest of the compared OMol25 structures with the same formula, charge and spin = 1.855 eV
gap between HOMO and LUMO = 0.2721 Ha
HOMO = -7.818 eV